## 1
Below is 8 unconnected molecules or ions with the total composition C29H58O13, with properties calculated with wB97M-V/def2-TZVPD.

Structure (ORCA input):
```
! wB97M-V def2-TZVPD RIJCOSX def2/J DEFGRID3
* xyz 0 1
O -3.613 -5.029 -0.466
C -2.726 -4.330 0.019
O -1.943 -4.637 0.973
C -2.003 -5.973 1.505
C -1.346 -6.010 2.918
C -2.410 -2.960 -0.682
H -1.332 -6.610 0.939
H -2.931 -6.531 1.282
H -1.933 -5.335 3.375
H -0.482 -5.505 2.897
H -1.096 -7.024 3.207
H -1.464 -3.094 -1.210
H -2.515 -2.186 0.042
H -3.079 -2.788 -1.576
O -4.716 2.742 3.149
C -4.958 3.742 2.509
O -4.729 3.924 1.226
C -4.077 2.942 0.546
C -3.720 3.383 -0.866
C -5.668 4.987 3.111
H -4.774 2.022 0.531
H -3.139 2.684 1.017
H -4.756 3.460 -1.480
H -3.303 2.434 -1.318
H -3.171 4.306 -1.006
H -6.485 5.244 2.658
H -4.925 5.856 3.271
H -5.977 4.775 4.025
O 4.997 1.477 -4.499
C 4.500 1.241 -3.388
O 4.857 1.715 -2.133
C 5.716 2.754 -2.009
C 6.379 2.642 -0.635
C 3.596 0.083 -3.278
H 5.325 3.785 -2.243
H 6.382 2.619 -2.953
H 6.874 1.687 -0.547
H 5.676 2.539 0.080
H 7.334 3.391 -0.531
H 2.962 0.193 -2.254
H 4.112 -0.875 -3.269
H 2.785 0.323 -3.921
O 0.176 -2.420 4.961
C 1.374 -2.785 4.692
O 1.755 -3.032 3.447
C 0.907 -2.363 2.408
C 1.578 -2.944 1.150
C 2.404 -3.300 5.638
H 0.962 -1.172 2.216
H -0.024 -2.722 2.335
H 2.707 -2.485 0.847
H 0.880 -2.523 0.333
H 1.797 -4.177 1.339
H 3.223 -2.907 5.260
H 2.340 -4.431 5.598
H 2.258 -3.092 6.710
O 0.426 2.167 -4.814
C -0.036 3.242 -4.543
O 0.498 4.252 -3.903
C 1.884 4.123 -3.485
C 2.181 5.370 -2.602
C -1.493 3.607 -4.910
H 2.647 3.871 -4.098
H 1.857 3.146 -3.074
H 3.237 5.157 -2.053
H 1.387 5.307 -1.866
H 2.075 6.258 -3.193
H -2.063 3.952 -4.011
H -2.112 2.807 -5.337
H -1.536 4.513 -5.529
C -3.733 0.557 4.101
C -2.426 1.185 4.236
O -2.263 2.467 4.463
C -1.224 0.352 4.152
H -4.065 -0.205 5.020
H -3.954 0.079 3.208
H -4.262 1.543 4.081
H -0.904 -0.193 5.204
H -0.166 0.764 3.759
H -1.431 -0.582 3.486
C 3.507 -4.322 -3.069
C 2.126 -3.663 -2.770
O 2.059 -2.390 -2.393
C 0.983 -4.606 -2.748
H 3.636 -5.288 -2.758
H 4.281 -3.628 -2.581
H 3.734 -4.197 -4.167
H 0.879 -4.783 -3.822
H 0.111 -4.113 -2.291
H 1.121 -5.576 -2.270
C -1.528 2.121 -0.005
C -0.683 0.786 -0.076
O -0.800 -0.056 1.005
C 0.010 0.390 -1.386
H -2.268 2.118 -0.879
H -0.891 2.924 -0.178
H -1.978 2.227 0.943
H 0.413 -0.578 -1.008
H 0.753 1.063 -1.540
H -0.554 0.124 -2.254
*
```

## Properties
Lowest unoccupied orbital energy (eV): 0.33
HOMO (eV): -8.8
Structure (SMILES): CCOC(C)=O.CCOC(C)=O.CCOC(C)=O.CCOC(C)=O.CCOC(C)=O.CC(C)=O.CC(C)=O.CC(C)=O


## 2
Below is 8 unconnected molecules or ions with the total composition C29H58O13, with properties calculated with wB97M-V/def2-TZVPD.

Structure (ORCA input):
```
! wB97M-V def2-TZVPD RIJCOSX def2/J DEFGRID3
* xyz 0 1
O 1.820 -0.378 4.122
C 1.291 -1.071 4.952
O 0.112 -1.676 4.755
C -0.611 -1.607 3.529
C -1.491 -2.794 3.342
C 1.707 -1.272 6.306
H 0.173 -1.560 2.707
H -1.041 -0.685 3.311
H -1.121 -3.819 3.410
H -2.025 -2.836 2.353
H -2.355 -2.944 4.012
H 2.302 -2.176 6.474
H 0.892 -1.388 7.008
H 2.354 -0.529 6.732
O 1.023 4.193 3.873
C 0.751 3.847 2.649
O 0.091 4.569 1.808
C -0.172 5.964 2.185
C -0.728 6.528 0.893
C 1.074 2.441 2.252
H 0.764 6.629 2.383
H -0.972 5.936 3.027
H -1.046 7.532 0.968
H -1.476 6.038 0.389
H 0.166 6.505 0.384
H 2.000 2.225 2.841
H 1.396 2.561 1.113
H 0.246 1.714 2.404
O 3.787 2.503 -0.180
C 3.684 1.463 -0.683
O 3.867 0.218 -0.181
C 3.835 0.024 1.158
C 4.232 -1.368 1.494
C 3.509 1.490 -2.257
H 2.850 0.189 1.485
H 4.406 0.905 1.510
H 4.161 -1.858 2.383
H 5.292 -1.731 1.139
H 3.424 -1.967 0.979
H 3.257 2.465 -2.548
H 2.871 0.621 -2.599
H 4.516 1.278 -2.556
O 0.928 2.500 -3.745
C -0.254 2.412 -3.761
O -1.082 2.456 -2.770
C -0.637 2.579 -1.482
C -1.792 2.671 -0.584
C -1.007 2.272 -5.191
H -0.049 3.744 -1.485
H 0.233 1.676 -1.337
H -1.290 2.790 0.360
H -2.477 1.747 -0.442
H -2.363 3.538 -0.859
H -0.200 1.874 -5.929
H -1.120 3.173 -5.430
H -1.902 1.547 -5.226
O -3.325 -0.313 -4.278
C -3.018 -1.523 -4.380
O -3.689 -2.671 -3.936
C -4.614 -2.412 -2.884
C -4.427 -3.669 -1.928
C -1.766 -1.904 -5.177
H -5.616 -2.599 -3.193
H -4.607 -1.481 -2.347
H -5.084 -3.387 -1.007
H -3.238 -3.389 -1.671
H -4.565 -4.552 -2.285
H -0.863 -2.536 -4.684
H -1.366 -1.094 -5.640
H -2.265 -2.454 -5.886
C 0.984 -1.953 -0.949
C -0.220 -1.126 -0.505
O -0.058 -0.314 0.585
C -1.465 -1.358 -1.178
H 0.988 -3.117 -0.877
H 1.893 -1.894 -0.396
H 1.410 -1.845 -2.036
H -2.159 -1.915 -0.504
H -1.236 -1.892 -2.342
H -1.586 -0.629 -1.580
C 4.884 -2.610 -1.979
C 4.622 -3.767 -1.089
O 3.441 -4.239 -0.972
C 5.837 -4.525 -0.477
H 5.735 -2.892 -2.672
H 5.351 -1.806 -1.335
H 4.112 -2.281 -2.551
H 6.403 -3.827 -0.035
H 6.576 -4.814 -1.202
H 5.390 -5.333 0.179
C -5.701 0.903 2.819
C -5.116 0.490 1.503
O -5.850 0.490 0.374
C -3.694 0.049 1.349
H -5.269 0.887 3.736
H -6.718 0.545 3.176
H -6.215 1.721 2.860
H -3.470 -0.706 1.793
H -2.815 0.883 1.721
H -3.381 -0.335 0.401
*
```

## Properties
Lowest unoccupied orbital energy (eV): 0.23
HOMO (eV): -9.4
Structure (SMILES): CCOC(C)=O.CCOC(C)=O.CCOC(C)=O.CCOC(C)=O.CCOC(C)=O.CC(C)=O.CC(C)=O.CC(C)=O


Quick look at relative energies in kJ/mol: 1 0.0; 2 180.1.


## 1
Below is 2 unconnected molecules or ions with the total composition C2H4BrN, with properties calculated with wB97M-V/def2-TZVPD.

Structure (ORCA input):
```
! wB97M-V def2-TZVPD RIJCOSX def2/J DEFGRID3
* xyz 0 1
C -0.317 -0.177 0.030
C 1.021 0.300 0.038
N -1.301 0.540 -0.085
Br -3.030 -0.144 0.021
H -0.162 -1.643 -0.181
H 0.995 1.424 0.047
H 1.416 -0.175 -0.809
H 1.377 -0.124 0.939
*
```

## Properties
Lowest unoccupied orbital energy (eV): 0.27
HOMO (eV): -9.7


## 2
Below is 2 unconnected molecules or ions with the total composition C2H4BrN, with properties calculated with wB97M-V/def2-TZVPD.

Structure (ORCA input):
```
! wB97M-V def2-TZVPD RIJCOSX def2/J DEFGRID3
* xyz 0 1
C -0.251 1.010 -1.155
C 0.503 -0.137 0.701
N -1.271 0.524 -1.634
Br 0.830 2.574 -1.229
H 1.540 -0.464 0.409
H -0.333 -0.644 0.470
H 0.379 0.675 1.456
H -1.943 0.814 -2.343
*
```

## Properties
Lowest unoccupied orbital energy (spin up / spin down) (eV): 0.13 / 0.13
HOMO (spin up / spin down) (eV): -8.2 / -8.2


Quick look at relative energies in kJ/mol: 1 0.0; 2 69.7.


## 1
Below is C2H4BrN in the gas phase, with properties calculated with wB97M-V/def2-TZVPD.

Structure (ORCA input):
```
! wB97M-V def2-TZVPD RIJCOSX def2/J DEFGRID3
* xyz 0 1
C -1.234 0.457 -0.020
C 1.075 -0.381 0.014
N -0.303 -0.711 -0.020
Br -3.031 0.126 -0.004
H -0.872 1.469 -0.092
H 1.615 -1.236 -0.395
H 1.404 -0.255 1.052
H 1.345 0.530 -0.535
*
```

## Properties
Lowest unoccupied orbital energy (eV): 0.13
HOMO (eV): -9.4
Structure (SMILES): C/N=C/Br


## 2
Below is a molecular structure, C2H4BrN, with properties calculated with wB97M-V/def2-TZVPD.

Structure (ORCA input):
```
! wB97M-V def2-TZVPD RIJCOSX def2/J DEFGRID3
* xyz 0 1
C 0.334 0.231 -0.188
C -1.058 -0.278 0.048
N 1.305 -0.537 0.042
Br 3.053 0.169 0.060
H 0.579 1.554 -0.595
H -0.921 -1.340 0.599
H -1.814 -0.182 -0.748
H -1.479 0.383 0.782
*
```

## Properties
Lowest unoccupied orbital energy (eV): 0.39
HOMO (eV): -9.8


Quick look at relative energies in kJ/mol: 1 0.0; 2 26.8.


## 1
Below is C6H8O4 in the gas phase, with properties calculated with wB97M-V/def2-TZVPD.

Structure (ORCA input):
```
! wB97M-V def2-TZVPD RIJCOSX def2/J DEFGRID3
* xyz 0 1
C 0.326 0.401 -0.258
C 1.222 0.646 0.952
C 1.114 0.520 -1.557
C -1.828 0.712 0.172
C -1.381 -0.667 0.492
C -0.468 -1.151 -0.401
O -0.737 1.361 -0.289
O -2.026 -1.376 1.446
O 0.176 -2.308 -0.171
O -2.884 1.225 0.421
H -2.708 -0.811 1.839
H 0.924 -2.386 -0.770
H 1.997 -0.117 1.009
H 0.655 0.646 1.880
H 1.703 1.620 0.858
H 1.937 -0.188 -1.569
H 1.518 1.535 -1.641
H 0.459 0.338 -2.413
*
```

## Properties
Lowest unoccupied orbital energy (eV): 0.26
HOMO (eV): -8.9
Structure (SMILES): CC1(C)OC(=O)C(O)=C1O


## 2
Below is a molecular structure, C6H8O4, with properties calculated with wB97M-V/def2-TZVPD.

Structure (ORCA input):
```
! wB97M-V def2-TZVPD RIJCOSX def2/J DEFGRID3
* xyz 0 1
O 2.489 -0.999 -1.524
C 2.003 -0.307 -0.667
H 1.767 0.766 -0.791
O 0.822 -0.906 0.303
C -0.316 -0.147 0.678
C -0.737 0.941 -0.311
C -1.428 -0.099 -1.245
O -2.696 0.609 -1.279
C -2.228 0.759 0.088
C -1.656 -0.684 0.181
H -0.251 0.141 1.736
H -0.232 1.869 -0.599
H -1.070 -0.583 -2.158
H -2.839 1.320 0.802
H -2.195 -1.598 0.452
O 3.204 -0.561 1.294
H 2.065 -0.882 1.479
H 3.298 0.359 1.563
*
```

## Properties
Lowest unoccupied orbital energy (eV): 0.50
HOMO (eV): -9.8


Quick look at relative energies in kJ/mol: 1 0.0; 2 426.2.